Here is a gas-phase ion, C7H10N3OS (charge +1) at a distorted geometry from the OMol25 dataset. Energies are from ωB97M-V/def2-TZVPD.

The geometry in XYZ format:
```
22
Properties=species:S:1:pos:R:3:forces:R:3:nbo_charge:R:1
C 0.971 -1.822 -1.038 1.923 0.244 0.869 -0.13
C -0.008 -2.118 -0.181 -0.105 -0.323 -0.264 -0.26
C -2.148 0.891 -0.007 0.156 -1.035 0.586 0.38
C 2.479 0.791 0.873 0.671 -1.552 -1.526 0.53
C 1.553 -0.403 -1.041 2.603 -2.672 -1.560 -0.30
C -0.567 -1.180 0.849 -0.267 3.672 -1.676 -0.29
C 0.125 0.400 0.721 -1.125 -4.371 -1.825 0.16
N -0.847 1.132 -0.090 -0.362 2.603 -1.476 -0.57
N 1.421 0.261 0.156 -2.203 2.396 3.061 -0.45
N -3.179 1.724 -0.254 -2.744 -1.857 -0.474 -0.76
O 3.586 0.670 0.447 1.054 0.500 0.094 -0.53
S -2.423 -0.731 0.605 0.430 -0.052 0.190 0.31
H 1.675 -2.601 -1.497 -1.904 1.008 0.130 0.26
H -0.411 -3.119 -0.198 0.019 -0.250 0.365 0.24
H 2.256 1.156 1.847 -0.541 0.705 0.951 0.14
H 2.653 -0.407 -1.272 -0.908 -0.352 0.378 0.28
H 1.185 0.129 -1.857 -1.122 1.130 -1.498 0.21
H -0.475 -1.496 1.866 0.007 -0.383 0.489 0.25
H 0.131 0.859 1.646 0.396 0.698 2.112 0.22
H -0.571 2.059 -0.469 -0.031 -0.868 0.474 0.43
H -3.208 2.543 -0.871 0.816 -0.418 0.494 0.44
H -4.200 1.265 -0.235 3.238 1.177 0.105 0.45
```
Forces are in eV/Å.

Summary:
Energy above the lowest of the compared OMol25 structures with the same formula, charge and spin (kJ/mol): 181.1
Charge: +1
Energy (eV): -24766.5279
Orbital gap (eV): 9.63

=====

Here is a gas-phase ion, C7H10N4 (charge +2) at a distorted geometry from the OMol25 dataset. Energies are from ωB97M-V/def2-TZVPD.

The geometry in XYZ format:
```
21
Properties=species:S:1:pos:R:3:forces:R:3:nbo_charge:R:1
C -1.776 -1.407 -0.053 -1.221 0.299 0.901 -0.04
C 1.878 -1.653 -0.075 -0.077 -0.634 0.984 0.42
C -0.381 -1.102 0.277 -0.263 3.873 -1.595 0.49
C 1.374 0.686 -0.113 -1.816 -0.080 1.835 0.27
C 1.902 1.892 -0.184 -1.631 -0.437 -0.472 -0.30
C -2.343 0.852 -0.363 1.635 0.250 0.328 -0.28
C -1.164 1.109 0.680 -1.723 1.459 -0.809 -0.28
N -2.627 -0.516 -0.304 -0.588 -0.353 -1.525 -0.17
N -0.108 0.205 0.285 4.301 -0.237 -0.551 -0.28
N 2.235 -0.418 -0.105 0.381 -1.605 -0.908 -0.45
N 0.596 -2.013 0.117 -0.170 0.117 0.051 -0.54
H -2.174 -2.353 -0.287 0.413 -1.906 0.438 0.26
H 2.715 -2.333 -0.106 -0.419 -0.857 -0.105 0.28
H 2.932 1.987 -0.393 1.042 0.043 -0.105 0.26
H 1.333 2.787 -0.212 -0.500 0.630 0.267 0.27
H -3.160 1.440 -0.032 -1.043 0.518 0.260 0.28
H -2.240 1.094 -1.518 0.296 -0.264 2.259 0.30
H -1.007 2.212 0.649 1.023 -1.014 -0.007 0.28
H -1.419 0.841 1.742 -0.275 0.256 -1.139 0.26
H 3.236 -0.405 -0.341 -0.346 1.344 0.220 0.48
H 0.197 -2.904 0.336 0.980 -1.404 -0.329 0.48
```
Forces are in eV/Å.

Summary:
Energy above the lowest of the compared OMol25 structures with the same formula, charge and spin (kJ/mol): 266.7
Charge: +2
Energy (eV): -13361.0297
Orbital gap (eV): 7.65

=====

Here is a gas-phase ion, C7H10N5O (charge +1) at a distorted geometry from the OMol25 dataset. Energies are from ωB97M-V/def2-TZVPD.

The geometry in XYZ format:
```
23
Properties=species:S:1:pos:R:3:forces:R:3:nbo_charge:R:1
C 0.837 -2.793 -0.473 0.340 -0.020 -0.099 0.21
C 1.749 -0.896 -0.142 -0.974 -0.829 -0.085 -0.12
C 0.361 -0.743 0.132 1.163 -0.017 -0.322 0.46
C -0.009 1.579 -0.356 0.182 0.330 -0.258 0.60
C 3.396 1.075 0.785 -0.619 0.585 0.653 -0.11
C 2.746 0.016 0.053 0.175 1.061 0.838 0.60
C -1.574 -2.317 0.063 -0.563 -0.125 0.211 -0.42
N 1.967 -2.197 -0.557 0.486 -0.193 -0.093 -0.36
N -0.190 -1.953 -0.075 0.292 0.504 0.138 -0.34
N -0.323 0.402 0.361 -0.762 0.020 0.389 -0.60
N 1.171 1.743 -0.780 0.202 -0.122 -0.154 -0.77
N -1.080 2.385 -0.530 -0.370 0.199 -0.008 -0.81
O 4.007 0.152 -0.149 0.483 -1.083 -0.880 -0.33
H 0.668 -3.832 -0.682 -0.143 -0.217 -0.024 0.23
H 3.312 2.098 0.444 0.030 -0.152 -0.082 0.23
H 3.670 0.919 1.822 0.070 -0.114 -0.037 0.22
H -1.816 -2.533 1.106 0.004 -0.018 -0.089 0.23
H -2.223 -1.514 -0.293 0.074 -0.079 -0.080 0.22
H -1.760 -3.204 -0.538 -0.046 0.053 0.029 0.25
H -1.297 0.297 0.623 0.232 0.004 -0.067 0.41
H 1.350 2.546 -1.365 -0.322 0.207 -0.016 0.38
H -1.944 2.245 -0.036 0.023 0.008 -0.042 0.40
H -0.954 3.284 -0.963 0.046 -0.002 0.077 0.42
```
Forces are in eV/Å.

Summary:
Energy above the lowest of the compared OMol25 structures with the same formula, charge and spin (kJ/mol): 231.1
Charge: +1
Energy (eV): -16910.9961
Orbital gap (eV): 8.77

=====

Here is a molecular structure, C7H10NO at a distorted geometry from the OMol25 dataset. Energies are from ωB97M-V/def2-TZVPD.

The geometry in XYZ format:
```
19
Properties=species:S:1:pos:R:3:forces:R:3:nbo_charge:R:1
C -2.224 -0.378 -0.753 0.557 -0.112 0.194 -0.08
C 2.297 -0.579 0.357 -0.202 0.290 -0.250 -0.06
C -1.019 -0.912 -0.962 -0.495 0.250 0.033 -0.26
C 1.087 -1.091 0.561 0.084 -0.017 0.229 -0.37
C -2.219 0.589 0.385 -0.757 0.045 -0.086 -0.27
C 2.320 0.638 -0.517 0.819 -0.199 0.204 -0.13
C -0.038 -0.374 -0.037 2.380 2.374 -1.583 0.42
N -0.783 0.630 0.792 0.000 0.333 -0.028 -0.56
O 1.028 0.984 -0.836 -2.901 -2.007 1.117 -0.59
H -3.127 -0.606 -1.288 -0.161 -0.038 -0.152 0.26
H 3.213 -0.992 0.737 0.149 -0.226 0.120 0.24
H -0.767 -1.636 -1.712 0.128 -0.157 -0.108 0.27
H 0.894 -2.005 1.097 0.011 -0.203 0.121 0.26
H -2.568 1.582 0.088 0.142 -0.075 0.116 0.25
H -2.841 0.241 1.214 0.138 0.090 -0.026 0.25
H 2.810 1.466 0.023 0.008 -0.149 -0.124 0.21
H 2.908 0.427 -1.423 0.034 0.012 0.142 0.21
H -0.327 1.510 0.476 -0.012 -0.207 0.260 0.50
H -0.643 0.508 1.798 0.077 -0.006 -0.177 0.45
```
Forces are in eV/Å.

Summary:
Energy above the lowest of the compared OMol25 structures with the same formula, charge and spin (kJ/mol): 186.7
Charge: +1
Energy (eV): -10949.5411
Orbital gap (eV): 9.50

=====

The lowest energy belongs to which entry? C7H10N3OS